{"formula": "C53H51Cl4N4Si4TeTi", "method": "ωB97M-V/def2-TZVPD", "s_squared": 0.763, "spin_multiplicity": 2, "e_above_lowest_kcal_mol": 97.2, "orbital_gap_ha": [0.1975, 0.2017], "energy_ev": -173759.573, "elements": ["H", "C", "Cl", "C", "C", "H", "C", "C", "Si", "C", "H", "H", "C", "C", "C", "H", "H", "C", "C", "C", "C", "Si", "C", "C", "Cl", "H", "C", "C", "H", "C", "C", "C", "C", "H", "H", "H", "H", "H", "H", "Cl", "C", "C", "H", "H", "H", "C", "C", "C", "Ti", "H", "C", "C", "N", "C", "C", "H", "C", "C", "Te", "H", "C", "H", "H", "C", "H", "H", "C", "N", "C", "H", "H", "N", "C", "H", "C", "C", "C", "H", "C", "H", "H", "H", "Cl", "H", "H", "C", "H", "H", "C", "C", "H", "C", "H", "C", "H", "H", "H", "Si", "C", "H", "H", "C", "Si", "H", "C", "C", "H", "H", "C", "H", "C", "H", "H", "N", "C", "H", "H", "H"], "positions_angstrom": [[1.38736, -5.00505, -1.67481], [0.41983, -4.87376, 0.21461], [-3.56122, 4.10736, 7.84026], [-1.94624, 4.35974, -3.10300], [5.51706, 5.59663, 0.36647], [4.49718, 3.29243, 2.67642], [3.28868, 0.99774, -0.12961], [0.66739, 3.10353, 3.29046], [-2.03246, 0.93774, -1.98263], [4.04542, 3.30601, 0.62511], [-1.60479, 2.06032, 8.08511], [-3.89050, -2.22338, -2.33802], [-5.55799, 0.71221, -1.19699], [-0.77413, -7.20835, 3.53586], [-1.09315, -4.97317, 2.57555], [-0.56320, 1.85336, -5.51772], [-2.25131, 2.78326, 3.32067], [-0.46148, 3.69704, -0.57231], [2.51768, -2.30759, -1.25341], [-2.15371, -7.48330, 3.25130], [-2.51850, -5.18299, 2.50495], [-1.95962, 3.28900, -1.54226], [-0.41931, 0.91111, 3.92982], [-0.49476, -3.75292, 2.25673], [6.29183, 7.16252, 0.25403], [-0.30033, 0.92649, 6.71824], [1.77610, 3.40669, 2.46134], [-1.59207, -1.13554, 4.63329], [-2.89581, 4.21672, -3.61739], [1.31464, 0.96148, -2.99789], [4.60752, 3.88679, 1.75305], [4.02655, -4.04952, -2.41239], [-2.89582, 3.41162, 5.29369], [-0.17242, -2.23295, -2.55884], [5.03628, 5.63544, -1.71058], [2.25959, 0.89396, -3.57480], [-5.38563, -1.64856, -3.04540], [-2.26999, -3.20826, 4.52817], [0.69443, -5.73039, 3.37680], [-2.63027, -9.10347, 3.55110], [2.14490, 2.25195, 1.64445], [-4.32325, -1.46546, -2.96243], [4.94420, -5.65148, -3.42338], [-3.60931, 4.02789, 4.88546], [0.24095, -1.95671, -4.31922], [3.18356, -2.95664, -2.46969], [4.23308, -4.10359, -4.75916], [5.44153, 4.98814, 1.64873], [0.82428, -0.68683, 1.22754], [-0.32515, 3.14391, 0.34793], [4.92210, 5.14581, -0.71924], [-2.14050, 2.62281, 4.40181], [1.04701, -2.62182, 0.63346], [3.12892, 2.13997, 0.71448], [-0.68631, -0.45632, 3.73699], [4.79242, -0.86698, -2.36623], [3.34538, -3.06487, -4.84815], [0.37103, -3.67152, 1.14250], [-1.52110, -0.18740, 0.14932], [-1.63840, 0.55197, -5.69025], [-3.50614, 3.74226, -0.52914], [0.03270, 0.18635, -5.89337], [-1.40979, -1.99741, -3.73184], [-3.01027, -6.46427, 2.77412], [-1.70814, 5.45721, -2.86799], [-2.08128, -0.63893, 5.47731], [-4.80935, 1.27735, -4.04750], [-0.16522, -1.36206, 2.85007], [-0.36666, -1.64352, -3.48372], [2.32736, 4.34894, 2.31043], [2.41372, -1.49194, -3.69148], [2.41592, -0.08348, -0.02791], [1.64152, -2.94302, -0.50648], [-0.12252, -7.97530, 4.02309], [-0.64405, -2.61478, 3.04953], [4.55102, -4.68227, -3.52628], [-2.76543, 3.20086, 6.62400], [-0.13799, -5.78794, 0.37558], [-1.77525, 2.29827, 7.04625], [-3.88806, -1.64243, -3.94823], [-3.14189, -4.32493, 2.16120], [-5.67369, 1.75820, -1.07043], [4.94759, -4.82024, -6.09289], [-4.46597, 3.56598, -1.12148], [-3.33792, 4.80926, -0.22354], [0.37569, 1.70496, 3.02113], [-1.17520, 4.05358, -3.79515], [0.06109, 3.76673, 3.91338], [1.25945, -4.38080, -0.84960], [-0.34158, -5.96544, 3.10914], [3.09781, -2.71337, -5.85564], [2.87501, -2.45517, -3.69726], [5.13734, 1.37160, -1.54924], [-1.58167, -2.47114, 4.15204], [1.16974, 2.03907, -2.76612], [-5.45649, 0.64297, -4.63658], [1.55622, 0.61183, -2.00480], [-4.23708, 0.39000, -2.48718], [4.28755, 0.80834, -1.21354], [-4.08265, -6.69488, 2.64210], [-3.67854, 3.19861, 0.41815], [-1.16629, 1.72665, 4.81014], [-0.35923, 0.24285, -3.51745], [5.93815, 5.51413, 2.46060], [4.18068, 3.96188, -0.60818], [4.08158, -0.37421, -1.68026], [-0.41880, 4.73445, -0.19104], [-6.41564, 0.24628, -1.57132], [-0.70566, 0.81916, -5.28387], [-5.46045, 2.11909, -3.63980], [2.86846, -1.01519, -0.89713], [3.76038, 3.60033, -1.56899], [4.36919, -4.49787, -1.51062], [1.29906, 1.12013, 2.11113], [-1.01531, 1.54915, 6.19543], [-5.23046, 0.24100, -0.29908], [-4.07412, 1.80950, -4.68295], [0.46340, 3.55084, -1.24668]], "forces_ev_per_a": [[0.83, -0.24, -1.53], [2.78, 4.40, -1.48], [-0.55, 0.30, 0.12], [0.28, 0.99, 0.62], [1.38, 1.69, 3.32], [0.12, 0.77, -0.28], [-0.42, 1.81, 0.71], [1.67, -0.50, -2.36], [0.66, 0.96, -0.31], [-0.80, 0.53, -2.00], [-0.31, 0.53, 0.33], [0.20, -0.14, 0.73], [2.04, -0.11, -0.45], [-2.14, -0.51, -0.76], [-4.17, -1.89, 0.84], [0.38, 0.68, 0.11], [-0.17, -0.13, 0.47], [2.11, 0.72, -0.20], [2.35, 2.02, -1.38], [1.95, 1.09, 0.31], [1.41, 0.14, -0.51], [-0.84, -0.54, -0.06], [1.39, -0.30, -4.65], [2.92, 4.11, -1.54], [0.31, -0.07, 0.12], [0.21, -0.36, -0.74], [-0.81, -0.45, -0.21], [0.64, -2.51, -1.61], [-0.12, 0.44, -0.07], [0.09, 1.05, 0.40], [1.28, -0.96, 0.89], [0.50, -0.93, 0.24], [1.11, -1.91, -0.84], [0.40, 0.80, -0.53], [-0.18, -0.30, 0.98], [-0.81, -0.19, -0.13], [-0.45, -0.34, -0.10], [0.26, -0.42, 0.05], [-0.16, 0.02, -0.47], [-0.73, -0.27, 0.01], [-3.67, -1.86, 4.03], [0.07, 0.72, -0.33], [1.15, -0.75, -0.09], [-1.49, 1.58, -0.68], [0.39, -0.51, -0.14], [-0.46, 0.23, 1.58], [-0.19, -0.98, 1.58], [-0.62, 0.69, -1.19], [0.24, 1.65, -0.58], [0.05, -0.70, 0.03], [-1.30, -1.62, -2.91], [0.16, 0.58, -0.59], [0.14, 0.74, 1.79], [1.46, -1.20, -1.75], [-0.33, 0.07, 1.94], [-0.97, 0.04, 0.29], [0.19, 0.81, -1.09], [-1.81, -3.36, -0.68], [-0.64, -0.21, 0.44], [-1.48, -0.47, -0.23], [-0.69, 0.21, -0.06], [-0.70, 1.04, 0.54], [0.77, 0.53, 0.01], [-0.35, -0.42, 0.25], [-0.73, -1.43, -0.28], [-0.06, -0.66, -0.57], [-0.41, 2.01, 0.68], [1.14, 0.60, -0.79], [-1.63, -0.59, 0.06], [-0.82, -0.45, 0.39], [-0.79, 0.21, -0.49], [1.33, -0.55, -0.72], [-2.29, -6.71, -0.70], [-0.68, 0.92, -0.63], [-2.44, 1.33, 1.83], [-1.81, 1.98, -0.18], [1.68, -0.60, 1.01], [0.35, 0.12, -0.28], [-0.60, -0.21, 0.83], [-0.03, 0.24, -0.14], [0.34, -1.02, 0.29], [-0.37, 0.92, 0.31], [0.47, -0.56, -1.78], [1.24, 0.75, 0.62], [-0.64, -0.65, -0.46], [1.99, -1.16, 0.82], [0.35, -0.27, -0.20], [0.66, -0.32, -0.24], [-2.94, -0.06, 4.42], [2.46, -1.11, 1.68], [0.05, 0.15, 0.50], [0.30, 0.37, -0.60], [-0.09, 0.77, 0.45], [-0.77, 1.80, 1.65], [-0.04, -0.29, -0.53], [-0.10, -0.17, -0.32], [-0.10, -0.40, 0.16], [0.42, -1.11, -0.80], [-0.49, 1.96, 2.35], [0.73, 0.16, 0.08], [0.44, -0.05, -0.42], [-1.60, -0.05, 2.77], [-0.24, 0.24, 0.29], [-0.17, -0.48, 0.04], [0.23, -0.13, -0.72], [-1.45, -4.34, -0.12], [-0.17, -0.09, -0.56], [-1.60, -0.59, -0.42], [1.97, -1.71, -0.32], [0.54, -0.86, -0.59], [3.87, 1.96, -3.04], [-0.04, -0.11, 1.05], [-0.35, -0.05, 1.08], [-0.10, 3.42, 0.08], [-0.18, 0.76, -0.08], [0.00, -0.27, 0.95], [-0.19, -0.64, 0.26], [-1.20, 0.17, 1.13]]}